(1)
Formula: C3H8N2O
Source: the OMol25 dataset
Level of theory: ωB97M-V/def2-TZVPD

Results
**SMILES**: C[C@H](N)C(N)=O
**HOMO level**: -9.50 eV
**Gap between HOMO and LUMO**: 10.46 eV
**LUMO energy**: 1.0 eV

Structure (XYZ):
```
14
Properties=species:S:1:pos:R:3:forces:R:3
C -0.19591 -0.30026 0.45379 1.515 -1.714 0.518
C -0.66168 -1.34706 -0.55483 -0.227 0.191 0.155
C 1.17679 0.18562 0.05855 0.443 0.502 2.797
N 1.26538 1.35489 -0.58042 0.415 -0.052 -0.771
N -1.14282 0.80145 0.55121 0.034 -0.487 0.460
O 2.06171 -0.37707 0.71870 1.007 0.546 -2.024
H 0.39939 -0.87690 1.36478 -3.149 1.112 -1.030
H 0.40447 1.84052 -0.78326 0.092 -0.078 -0.124
H 2.16375 1.77659 -0.74525 -0.081 0.043 0.046
H -1.03426 1.29591 1.42991 -0.040 0.021 -0.070
H -2.09833 0.46588 0.50062 0.077 -0.001 0.057
H -1.55883 -1.84855 -0.19280 -0.072 -0.056 -0.026
H -0.88810 -0.87105 -1.51183 -0.042 -0.036 -0.019
H 0.10843 -2.09998 -0.70918 0.029 0.010 0.030
```
Forces are in eV/Å.


(2)
Formula: C3H8N2O
Source: the OMol25 dataset
Level of theory: ωB97M-V/def2-TZVPD

Results
**HOMO level (alpha / beta)**: -16.25 / -15.84 eV
**Gap between HOMO and LUMO (alpha / beta)**: 12.97 / 6.68 eV
**LUMO energy (alpha / beta)**: -3.3 / -9.2 eV
**Expectation value of S²**: 0.771
**Total charge**: +1
**Spin multiplicity**: 2

Structure (XYZ):
```
14
Properties=species:S:1:pos:R:3:forces:R:3
C 1.00030 -1.24156 -0.42087 -1.533 -1.147 2.541
N 0.56652 0.16221 -0.18489 0.580 -0.636 -3.817
C -0.35376 0.92579 0.56638 -1.122 -1.357 1.756
N -1.00623 0.35550 1.62338 0.660 1.549 0.348
O -0.61215 2.03734 0.16373 0.650 -0.033 -0.451
C 0.39962 -1.84741 -1.69946 0.270 0.893 -0.220
H 2.06570 -1.45521 -0.26831 0.148 0.938 -0.370
H 0.56205 -1.76182 0.43588 0.132 -0.247 0.099
H 0.53172 0.58924 -1.12714 0.582 0.550 0.467
H -1.18616 1.15419 2.22965 -0.804 -0.447 0.221
H -0.77549 -0.46448 2.16389 0.490 -0.237 -0.517
H -0.65015 -2.09205 -1.54757 -0.025 0.323 -0.130
H 0.55565 -1.12570 -2.50525 -0.344 -0.203 -0.259
H 0.89585 -2.76505 -2.00654 0.317 0.053 0.332
```
Forces are in eV/Å.


(3)
Formula: C3H8N2O2
Source: the OMol25 dataset
Level of theory: ωB97M-V/def2-TZVPD

Results
**HOMO level (alpha / beta)**: 0.88 / -5.52 eV
**Gap between HOMO and LUMO (alpha / beta)**: 2.89 / 9.11 eV
**LUMO energy (alpha / beta)**: 3.8 / 3.6 eV
**Expectation value of S²**: 0.750
**Total charge**: -1
**Spin multiplicity**: 2

Structure (XYZ):
```
15
Properties=species:S:1:pos:R:3:forces:R:3
C 2.13228 0.19511 0.68307 -3.574 2.921 -1.100
C 1.28467 0.23527 -0.44486 -0.298 2.284 4.033
N 0.19339 1.09880 -0.11150 2.650 -0.966 0.728
C 0.33568 1.62242 1.17016 6.003 -5.087 -2.750
N 1.56437 1.11647 1.63423 -1.741 0.170 -0.307
H 3.07365 -0.34068 0.76259 -0.329 0.376 0.397
H 1.35434 -0.13597 -1.40578 0.002 -0.924 -1.458
H -0.61607 1.00548 -0.65956 -1.451 0.266 -0.578
H -0.38834 2.19941 1.61757 -1.071 1.214 1.141
H -2.94617 0.01553 0.45925 -0.147 0.141 2.484
H -2.24389 -0.83348 -0.58751 0.023 0.075 0.038
O -2.86729 -0.09159 -0.45130 0.301 -0.231 -2.563
H -0.35620 -2.47101 -1.49166 0.603 -2.528 -2.079
H 0.03192 -1.82994 -0.26102 4.185 -0.455 4.700
O -0.55235 -1.78581 -0.91367 -5.156 2.744 -2.686
```
Forces are in eV/Å.


(4)
Formula: C3H8N2O2
Source: the OMol25 dataset
Level of theory: ωB97M-V/def2-TZVPD

Results
**SMILES**: c1c[nH]cn1.O.O
**HOMO level**: -8.91 eV
**Gap between HOMO and LUMO**: 9.50 eV
**LUMO energy**: 0.6 eV

Structure (XYZ):
```
15
Properties=species:S:1:pos:R:3:forces:R:3
C -1.54540 -1.32108 0.72336 1.053 0.369 -0.653
C -1.01715 -0.89669 -0.48790 -1.918 -0.843 1.030
N 0.31775 -0.80748 -0.29807 1.498 0.226 0.602
C 0.57678 -1.13212 1.00901 -1.095 -0.352 -0.021
N -0.52764 -1.45689 1.62409 -0.077 -0.177 0.631
H -2.55444 -1.54136 1.01545 -0.182 -0.016 -0.223
H -1.58145 -0.84460 -1.39905 0.442 0.435 -0.399
H 0.99947 -0.27141 -0.80763 0.035 -0.045 -0.521
H 1.52874 -1.22070 1.49772 0.369 0.360 -0.393
H 2.76084 2.16449 -0.21591 0.434 -0.174 0.072
H 1.39038 2.39691 -0.75900 -0.141 -0.312 -0.173
O 2.13039 1.76839 -0.81990 -0.244 0.374 0.117
H -0.36711 1.70063 -1.65847 -0.105 -0.660 0.276
H -0.70214 1.71196 -0.09158 0.008 -1.157 0.408
O -0.65435 2.20044 -0.89660 -0.077 1.973 -0.754
```
Forces are in eV/Å.


(5)
Formula: C3H8N2O2
Source: the OMol25 dataset
Level of theory: ωB97M-V/def2-TZVPD

Results
**SMILES**: [H]/N=N\C(C)=O.CO
**HOMO level**: -8.70 eV
**Gap between HOMO and LUMO**: 8.52 eV
**LUMO energy**: -0.2 eV

Structure (XYZ):
```
15
Properties=species:S:1:pos:R:3:forces:R:3
C 0.34522 2.32222 0.64311 -2.883 -0.947 -0.040
O 1.41902 1.84041 0.03990 0.978 -2.535 -0.807
H 1.43362 0.69355 0.02585 -0.021 2.706 0.131
H 0.20579 2.01880 1.69068 0.153 0.268 0.082
H 0.20814 3.39550 0.49383 -0.009 -0.094 0.053
H -0.77787 1.81279 0.16089 2.039 1.478 1.183
C -0.20563 -2.53271 0.03968 -0.174 0.075 0.340
C 0.20627 -1.13022 -0.29952 2.118 0.370 0.749
N -0.53322 -0.52750 -1.23665 -0.185 -0.902 -0.674
N -1.31792 0.34122 -1.47069 -0.669 2.370 1.618
O 1.33456 -0.66644 0.03222 -1.351 -1.031 -0.244
H -1.42286 1.08480 -0.49533 -0.052 -1.946 -2.205
H 0.18949 -3.22067 -0.71046 -0.011 0.103 0.031
H 0.20561 -2.79740 1.01334 0.061 0.072 -0.102
H -1.29024 -2.63434 0.07315 0.006 0.011 -0.114
```
Forces are in eV/Å.


(6)
Formula: C3H8N2O2
Source: the OMol25 dataset
Level of theory: ωB97M-V/def2-TZVPD

Results
**SMILES**: C=N[C@H](N)O.C=O
**HOMO level**: -9.55 eV
**Gap between HOMO and LUMO**: 9.56 eV
**LUMO energy**: 0.0 eV

Structure (XYZ):
```
15
Properties=species:S:1:pos:R:3:forces:R:3
N 2.32601 1.01051 -0.40435 0.011 -0.162 0.071
C 0.93256 0.73648 -0.63060 0.090 0.000 -0.253
O 0.21822 1.61831 0.17591 0.017 0.032 0.086
N 0.58075 -0.68694 -0.38423 -0.234 -0.026 -0.086
C -0.53650 -1.05159 -0.85035 0.208 -0.099 -0.234
C -1.71359 -0.67943 1.37252 -0.287 0.159 0.254
O -2.02082 0.47342 1.17151 -0.101 -0.462 0.245
H 2.47224 1.18310 0.58605 -0.055 -0.077 -0.079
H 2.88340 0.20536 -0.67278 -0.036 0.120 -0.011
H 0.73405 0.88693 -1.70445 -0.102 0.252 0.129
H -0.83871 -2.09772 -0.75514 0.042 0.105 0.026
H -1.26497 -0.37660 -1.32944 0.320 -0.107 -0.131
H -0.75286 -0.98371 1.82240 -0.183 0.185 0.060
H -2.39530 -1.49817 1.08437 -0.046 0.004 0.145
H -0.62450 1.26004 0.51858 0.355 0.077 -0.221
```
Forces are in eV/Å.


Record-wise relative energy (zero: lowest compared OMol25 entry of this formula, charge and spin) values, in eV: 1.230; 0.806; 2.026; 1.239; 5.311; 3.060
Record-wise calculated total energy values, in Eh: -303.8469; -303.5169; -379.0267; -379.0955; -378.9458; -379.0286
Record-wise max |F| values, in hartree/bohr: 0.06797; 0.07609; 0.16210; 0.04539; 0.05903; 0.01035